Entry from the OMol25 dataset: a 11-piece molecular cluster, C37H71Cl3N15O24S2 overall in a non-equilibrium geometry (wB97M-V/def2-TZVPD).

Element x y z (Å)
C  5.907  -5.648  0.953
C  6.568  -4.292  0.748
O  5.828  -3.260  1.423
C  6.151  -2.009  1.000
O  7.309  -1.680  0.840
C  4.978  -1.100  0.719
C  3.779  -1.990  0.305
C  2.764  -1.351  -0.660
C  1.550  -0.560  -0.091
C  2.246  0.607  0.658
C  1.486  1.873  1.030
C  0.619  -0.057  -1.278
C  1.259  -0.193  -2.666
N  -0.859  -0.482  -1.118
C  -1.443  -0.703  -2.468
C  -2.967  -0.877  -2.673
S  -3.644  0.407  -3.810
C  -4.892  1.156  -2.868
N  -5.440  2.294  -3.119
N  -6.358  2.500  -2.136
C  -6.332  1.492  -1.353
O  -5.412  0.585  -1.785
C  -1.465  0.757  -0.474
Cl  -3.074  0.537  0.261
C  -1.631  1.963  -1.403
C  -1.476  3.255  -0.558
C  -0.648  -1.705  -0.208
C  -1.768  -2.464  0.487
C  -3.159  -2.743  -0.091
C  -3.419  -3.657  -1.257
N  -4.213  -2.317  0.480
N  0.118  -2.576  -1.136
C  -0.242  -3.644  -1.592
S  -0.403  -5.165  -1.833
C  0.589  -1.417  0.833
O  0.950  -2.749  1.115
C  0.290  -0.846  2.229
Cl  -1.151  0.102  2.542
C  1.072  -1.015  3.310
C  2.363  -1.754  3.411
Cl  0.668  -0.312  4.837
H  4.952  -5.571  1.462
H  6.542  -6.331  1.503
H  5.710  -6.109  -0.010
H  6.598  -4.070  -0.316
H  7.593  -4.334  1.094
H  5.242  -0.422  -0.080
H  4.759  -0.557  1.633
H  3.398  -2.534  1.160
H  4.256  -2.768  -0.287
H  3.370  -0.703  -1.280
H  2.443  -2.141  -1.330
H  3.131  0.915  0.115
H  2.634  0.170  1.569
H  1.328  2.491  0.146
H  2.108  2.481  1.679
H  0.525  1.763  1.519
H  0.762  1.013  -1.177
H  0.693  0.311  -3.444
H  1.445  -1.216  -2.969
H  2.172  0.387  -2.619
H  -0.960  -1.517  -2.991
H  -1.221  0.130  -3.117
H  -3.627  -0.883  -1.812
H  -3.157  -1.790  -3.215
H  -6.909  1.328  -0.471
H  -0.810  1.050  0.331
H  -2.608  2.017  -1.852
H  -0.833  1.996  -2.138
H  -2.228  3.970  -0.856
H  -1.703  3.009  0.478
H  -0.479  3.669  -0.610
H  -1.978  -1.957  1.423
H  -1.419  -3.438  0.822
H  -4.452  -3.593  -1.571
H  -3.234  -4.678  -0.924
H  -2.775  -3.489  -2.117
H  -3.992  -1.750  1.301
H  1.805  -2.997  0.752
H  3.210  -1.270  2.937
H  2.317  -2.769  3.044
H  2.644  -1.859  4.452
C  -1.543  -6.248  2.627
N  -2.730  -6.646  1.822
O  -2.560  -6.888  0.645
O  -3.791  -6.702  2.399
H  -0.673  -6.244  1.979
H  -1.737  -5.258  3.030
H  -1.431  -6.979  3.422
C  -4.090  4.877  -4.802
N  -2.757  4.983  -4.149
O  -2.203  6.058  -4.149
O  -2.308  3.970  -3.647
H  -4.354  5.850  -5.197
H  -4.005  4.140  -5.595
H  -4.799  4.548  -4.048
C  -7.194  -6.255  3.555
N  -7.565  -6.971  4.805
O  -8.356  -7.885  4.719
O  -7.042  -6.587  5.828
H  -7.733  -6.703  2.728
H  -7.470  -5.213  3.681
H  -6.121  -6.360  3.424
C  -3.701  7.592  -0.106
N  -4.118  6.228  0.328
O  -5.127  5.759  -0.154
O  -3.414  5.666  1.143
H  -4.421  7.957  -0.827
H  -3.679  8.221  0.770
H  -2.712  7.502  -0.547
C  -3.378  12.332  -0.870
N  -3.821  10.976  -0.446
O  -4.839  10.531  -0.927
O  -3.123  10.396  0.366
H  -4.091  12.717  -1.588
H  -3.339  12.956  0.016
H  -2.396  12.231  -1.315
C  1.503  -4.453  -5.805
N  1.566  -3.468  -4.693
O  2.647  -3.207  -4.217
O  0.514  -2.984  -4.323
H  2.509  -4.794  -6.018
H  0.871  -5.273  -5.475
H  1.069  -3.948  -6.663
C  9.617  0.591  0.743
N  10.715  1.097  1.615
O  11.812  1.233  1.128
O  10.423  1.341  2.770
H  10.023  0.413  -0.246
H  9.240  -0.327  1.181
H  8.843  1.352  0.719
C  8.037  -0.277  4.357
N  6.626  -0.006  3.986
O  6.430  0.706  3.023
O  5.755  -0.517  4.658
H  8.676  0.250  3.658
H  8.191  0.080  5.371
H  8.189  -1.351  4.297
C  -4.128  -10.587  2.372
N  -2.766  -10.624  2.974
O  -2.222  -9.562  3.202
O  -2.293  -11.711  3.196
H  -4.415  -9.551  2.234
H  -4.078  -11.111  1.423
H  -4.800  -11.092  3.059
C  0.628  15.187  -1.659
N  -0.692  14.537  -1.885
O  -0.880  13.987  -2.947
O  -1.499  14.600  -0.982
H  1.235  15.048  -2.544
H  0.443  16.240  -1.471
H  1.079  14.712  -0.793

* multiplicity: 1
* HOMO level: -11.3080 eV
* charge: +1
* frontier orbital gap: 8.7 eV
* E_tot: -6255.16418 hartree

Atom charges from the Mulliken analysis, given in e for atoms 1 to 99:
1 C -1.240
2 C -0.190
3 O -0.266
4 C 0.083
5 O -0.661
6 C -0.327
7 C -0.345
8 C -2.562
9 C 3.571
10 C -1.097
11 C -1.447
12 C 0.669
13 C -2.077
14 N 1.484
15 C -1.452
16 C -1.381
17 S -0.361
18 C 0.504
19 N -0.062
20 N -0.551
21 C 0.013
22 O -0.217
23 C 0.741
24 Cl -0.018
25 C -0.016
26 C -1.552
27 C -0.790
28 C -0.745
29 C 0.425
30 C -1.434
31 N -0.759
32 N -0.369
33 C 0.449
34 S -0.206
35 C 0.254
36 O -0.624
37 C -0.969
38 Cl -0.061
39 C 0.629
40 C -1.217
41 Cl -0.182
42 H 0.280
43 H 0.366
44 H 0.323
45 H 0.319
46 H 0.379
47 H 0.409
48 H 0.009
49 H 0.282
50 H 0.351
51 H 0.987
52 H 0.164
53 H 0.626
54 H -0.160
55 H 0.393
56 H 0.545
57 H 0.185
58 H -0.027
59 H 0.393
60 H 0.353
61 H 0.552
62 H 0.772
63 H 1.184
64 H 0.311
65 H 0.592
66 H 0.474
67 H -0.116
68 H -0.230
69 H 0.228
70 H 0.428
71 H 0.315
72 H 0.340
73 H 0.518
74 H 1.040
75 H 0.423
76 H 0.182
77 H 0.228
78 H 0.323
79 H 0.652
80 H 0.060
81 H 0.151
82 H 0.693
83 C -0.895
84 N 0.996
85 O -0.555
86 O -0.509
87 H 0.298
88 H 0.323
89 H 0.363
90 C -0.697
91 N 0.855
92 O -0.538
93 O -0.483
94 H 0.310
95 H 0.272
96 H 0.255
97 C -0.535
98 N 0.895
99 O -0.526